DFT (ωB97M-V/def2-TZVPD) results for C27H75F3N4O15Zr as an isolated structure in a non-equilibrium geometry.

Computed properties:
Maximum force: 9.0 eV Å⁻¹
Energy: -2767.2853 hartree
Charge: +2

Structure (XYZ):
```
125
C27H75F3N4O15Zr | the OMol25 dataset | ωB97M-V/def2-TZVPD
Zr 3.009 2.682 -1.501
C 1.169 2.925 -4.318
O 2.216 2.789 -3.378
H 1.562 2.924 -5.330
H 0.427 2.139 -4.155
H 0.626 3.851 -4.108
C 1.334 -0.121 -0.711
O 0.162 0.611 -1.091
O 2.330 0.802 -0.840
C 1.239 -0.772 0.701
F 1.386 0.130 1.667
F 0.127 -1.469 0.907
F 2.250 -1.658 0.841
C -0.975 -0.098 -1.615
C -1.965 1.038 -1.862
H -2.052 1.679 -0.982
H -1.484 1.695 -2.592
H -2.944 0.653 -2.129
H -1.343 -0.876 -0.942
H -0.841 -0.650 -2.554
H 1.424 -0.963 -1.411
C 6.992 -3.955 3.775
C 6.342 -2.924 4.687
C 6.233 -1.594 3.960
O 5.493 -0.673 4.724
C 5.048 0.432 3.991
N 5.075 -3.386 5.279
H 7.548 -4.689 4.358
H 7.764 -3.473 3.168
H 6.292 -4.490 3.133
H 6.996 -2.820 5.559
H 5.711 -1.718 2.989
H 7.226 -1.251 3.631
H 5.885 0.859 3.420
H 4.758 1.209 4.698
H 4.204 0.176 3.341
H 4.393 -3.258 4.519
H 4.726 -2.622 5.860
C 3.179 -0.724 -3.787
C 4.312 -0.279 -2.903
C 5.644 -0.836 -3.343
O 6.638 -0.259 -2.532
C 7.945 -0.694 -2.894
N 4.424 1.240 -2.758
H 2.217 -0.305 -3.488
H 3.039 -1.805 -3.766
H 3.412 -0.492 -4.829
H 4.191 -0.528 -1.843
H 5.887 -0.547 -4.382
H 5.621 -1.930 -3.368
H 8.677 -0.293 -2.198
H 8.168 -0.499 -3.944
H 8.030 -1.773 -2.716
H 5.425 1.337 -2.491
H 4.549 1.466 -3.758
C -1.522 -5.587 1.957
C -1.694 -5.805 0.456
C -0.864 -4.885 -0.415
O -1.219 -5.115 -1.761
C -0.307 -4.495 -2.634
N -1.478 -7.218 0.119
H -1.703 -4.569 2.323
H -0.481 -5.775 2.259
H -2.096 -6.272 2.578
H -2.758 -5.620 0.261
H 0.176 -5.190 -0.209
H -0.939 -3.839 -0.095
H 0.546 -5.145 -2.884
H 0.183 -3.599 -2.228
H -0.809 -4.338 -3.589
H -2.055 -7.793 0.728
H -0.555 -7.490 0.466
C -6.242 6.540 1.399
C -6.409 5.304 2.245
C -5.077 4.625 2.571
O -4.317 4.361 1.416
C -4.881 3.541 0.432
N -7.086 5.633 3.529
H -5.447 7.199 1.762
H -7.137 7.163 1.431
H -5.978 6.360 0.356
H -7.070 4.551 1.798
H -5.282 3.680 3.099
H -4.563 5.272 3.283
H -5.046 2.506 0.764
H -4.162 3.420 -0.377
H -5.836 3.945 0.095
H -8.078 5.769 3.347
H -7.123 4.746 4.035
C -2.447 5.425 -1.867
C -1.266 6.324 -1.580
O -0.262 5.612 -0.814
O -3.353 6.195 -2.645
H -2.875 4.922 -0.995
H -2.079 4.626 -2.535
H -1.565 7.197 -0.998
H -0.836 6.676 -2.513
H -0.599 5.526 0.088
H -3.851 5.557 -3.165
C -3.766 -2.786 -1.773
C -4.920 -1.963 -2.325
O -6.119 -2.219 -1.654
O -4.097 -4.137 -1.624
H -3.420 -2.427 -0.786
H -2.885 -2.625 -2.418
H -4.964 -2.271 -3.380
H -4.653 -0.908 -2.298
H -6.355 -3.141 -1.805
H -3.300 -4.679 -1.608
C -2.008 0.694 1.818
C -3.103 -0.348 1.676
O -3.304 -0.978 2.922
O -2.639 1.841 2.347
H -1.512 0.927 0.877
H -1.209 0.304 2.459
H -2.797 -1.148 0.978
H -3.934 0.110 1.125
H -3.867 -1.744 2.769
H -3.232 1.591 3.064
O 2.587 -2.930 3.709
H 2.491 -3.884 3.821
H 2.376 -2.770 2.785
O 0.835 3.109 -1.081
H 0.340 2.347 -0.691
H 0.195 3.882 -1.092
```

Atom charges from the Löwdin analysis, given in e for atoms 1 to 4: 2.16, -0.10, -0.43, 0.10

---

DFT (ωB97M-V/def2-TZVPD) results for C27H79HfN12O5P4 as an isolated structure in a non-equilibrium geometry.

Computed properties:
Maximum force: 3.7 eV Å⁻¹
Energy: -3521.4148 hartree
Charge: +3

Structure (XYZ):
```
128
C27H79HfN12O5P4 | the OMol25 dataset | ωB97M-V/def2-TZVPD
Hf 2.302 -5.885 0.751
C -1.463 0.200 -2.167
C 0.097 0.089 -1.889
C 0.802 1.456 -1.768
O 0.454 -0.808 -0.884
H -1.858 1.012 -1.556
H -2.015 -0.690 -1.866
H -1.773 0.672 -3.100
H 0.586 -0.263 -2.797
H 0.207 2.204 -2.292
H 1.839 1.432 -2.103
H 0.851 1.860 -0.757
O -1.936 -3.440 5.133
P -2.614 -2.601 6.193
N -4.208 -2.122 5.942
C -4.899 -1.398 6.977
C -4.808 -2.091 4.606
N -1.910 -1.089 6.554
C -1.953 0.094 5.676
C -0.842 -0.953 7.539
N -2.987 -3.409 7.679
C -2.783 -3.008 9.023
C -3.190 -4.835 7.510
H -5.357 -0.509 6.545
H -4.242 -1.066 7.781
H -5.760 -1.956 7.343
H -4.618 -2.989 4.018
H -4.530 -1.172 4.091
H -5.896 -2.067 4.537
H -1.759 1.061 6.140
H -1.133 0.032 4.961
H -2.873 0.069 5.093
H -0.079 -0.299 7.119
H -1.216 -0.484 8.450
H -0.383 -1.913 7.774
H -1.828 -3.434 9.332
H -2.771 -1.922 9.116
H -3.606 -3.261 9.691
H -3.954 -5.254 8.165
H -2.252 -5.390 7.486
H -3.728 -5.070 6.592
O -0.540 13.230 -0.168
P -1.262 12.177 -0.887
N -0.863 11.943 -2.606
C -1.600 11.161 -3.561
C 0.457 12.299 -2.906
N -2.897 12.401 -0.897
C -3.448 13.410 -1.812
C -3.496 12.533 0.502
N -1.087 10.620 -0.330
C 0.197 10.140 0.366
C -1.841 9.427 -0.788
H -1.042 10.280 -3.881
H -1.888 11.652 -4.491
H -2.466 10.746 -3.046
H 1.186 11.584 -2.525
H 0.639 13.288 -2.488
H 0.626 12.246 -3.981
H -2.992 14.399 -1.843
H -3.334 13.053 -2.836
H -4.492 13.590 -1.555
H -3.287 13.550 0.835
H -4.554 12.323 0.348
H -3.103 11.732 1.127
H 0.843 9.549 -0.283
H 0.643 10.965 0.922
H -0.065 9.342 1.061
H -1.342 9.056 -1.683
H -2.816 9.896 -0.920
H -1.846 8.691 0.016
O -3.035 -7.409 -2.056
P -4.152 -8.022 -2.903
N -4.660 -6.837 -4.030
C -5.901 -6.046 -4.091
C -3.696 -6.443 -5.071
N -5.555 -8.376 -1.953
C -6.739 -9.008 -2.538
C -5.331 -8.634 -0.475
N -3.809 -9.475 -3.733
C -4.741 -9.891 -4.822
C -2.704 -10.407 -3.451
H -6.544 -6.417 -4.889
H -5.652 -4.992 -4.221
H -6.399 -6.145 -3.127
H -4.177 -6.386 -6.048
H -2.927 -7.213 -5.136
H -3.317 -5.439 -4.877
H -7.538 -8.967 -1.798
H -7.061 -8.408 -3.389
H -6.410 -9.990 -2.878
H -4.387 -9.152 -0.307
H -5.420 -7.693 0.067
H -6.087 -9.354 -0.159
H -4.933 -10.964 -4.797
H -5.632 -9.268 -4.894
H -4.375 -9.620 -5.812
H -2.370 -10.109 -2.457
H -1.886 -10.437 -4.171
H -3.032 -11.439 -3.576
O 7.458 -2.630 -1.083
P 8.655 -1.709 -1.317
N 8.546 -0.082 -0.685
C 9.449 1.060 -1.095
C 7.846 0.180 0.690
N 8.993 -1.492 -2.997
C 9.639 -2.474 -3.804
C 8.284 -0.527 -3.738
N 10.138 -2.141 -0.597
C 11.450 -1.464 -0.823
C 10.091 -3.295 0.283
H 10.275 1.117 -0.386
H 9.007 2.044 -0.937
H 9.907 0.849 -2.061
H 8.526 -0.064 1.506
H 6.865 -0.248 0.896
H 7.656 1.245 0.823
H 10.577 -2.227 -4.301
H 9.991 -3.340 -3.242
H 8.987 -2.803 -4.612
H 7.578 -1.117 -4.323
H 7.725 0.214 -3.166
H 8.879 -0.025 -4.500
H 11.738 -0.586 -0.244
H 12.302 -2.141 -0.771
H 11.417 -1.101 -1.850
H 9.600 -3.176 1.249
H 11.118 -3.531 0.563
H 9.522 -4.084 -0.209
```

Atom charges from the Löwdin analysis, given in e for atoms 1 to 4: 0.94, -0.03, -0.47, -0.04